Entry 1:
Here is a 3-piece molecular cluster, C20H22N6O7 overall from the OMol25 dataset. Energies are from ωB97M-V with the def2-TZVPD basis set.

The geometry in XYZ format:
```
55
Properties=species:S:1:pos:R:3:forces:R:3
N 1.17288 -3.41576 2.08505 0.26 0.27 0.28
C 0.81377 -2.41603 1.11253 0.25 0.66 0.45
N 1.92899 -1.44753 1.02925 -0.06 -0.55 -0.27
N -0.44616 -1.81027 1.56588 0.01 -0.22 -0.43
C 0.68354 -2.95471 -0.31341 0.06 -0.05 -0.29
O 0.25820 -4.32113 -0.37935 0.03 0.02 0.33
C -1.01273 -4.47224 -0.79669 0.68 -0.31 0.21
O -1.31817 -4.55726 -1.93081 -0.44 0.00 -1.05
O -1.86247 -4.64557 0.24009 -0.56 0.60 0.42
C -3.02415 -3.87874 0.17050 0.37 -0.60 0.06
C -4.13949 -4.39866 0.80994 -0.42 0.32 0.01
C -5.29129 -3.62783 0.78294 0.71 0.10 -0.26
C -5.24275 -2.41386 0.10487 -0.30 0.16 0.02
C -4.06720 -1.99958 -0.49529 -0.07 -0.48 0.34
N -2.94738 -2.73009 -0.45272 -0.23 0.20 -0.02
H 0.40055 -3.60896 2.70050 -0.20 -0.26 -0.19
H 1.52161 -4.26339 1.66838 0.01 -0.10 0.03
H 1.97391 -0.91908 1.88834 0.09 0.14 0.03
H 1.81310 -0.82465 0.23797 -0.09 0.24 0.13
H -0.24673 -1.22996 2.37155 -0.01 -0.01 0.13
H -0.76941 -1.18406 0.83583 -0.15 0.06 0.03
H 1.66591 -2.90731 -0.77074 0.18 -0.21 -0.01
H 0.02159 -2.34042 -0.91951 -0.18 0.15 0.06
H -4.10710 -5.35411 1.30149 0.13 -0.17 0.05
H -6.19069 -3.95888 1.27354 -0.15 -0.07 0.04
H -6.11890 -1.78684 0.04452 -0.06 0.07 0.00
H -4.03065 -1.05106 -1.00685 0.18 0.11 -0.13
C 2.52511 1.37332 -4.80340 -0.01 0.00 0.02
C 2.01523 0.14637 -4.40012 0.04 0.10 -0.02
C 1.13874 0.07729 -3.33008 0.00 -0.18 -0.03
C 0.78610 1.24784 -2.68353 0.05 0.00 -0.16
C 1.28567 2.47823 -3.06659 0.03 0.19 0.00
C 2.16318 2.53611 -4.13568 0.01 -0.10 -0.04
N -0.15060 1.18103 -1.55539 0.16 -0.01 0.09
O -0.53919 0.07826 -1.21106 -0.05 -0.06 0.07
O -0.47135 2.21650 -1.01750 -0.17 0.09 -0.01
H 3.20763 1.42362 -5.64130 0.01 0.00 0.00
H 2.29884 -0.75800 -4.91989 -0.01 -0.02 0.01
H 0.73741 -0.87331 -3.01097 -0.07 0.05 0.05
H 1.00150 3.37652 -2.54016 -0.06 -0.06 0.07
H 2.56570 3.48950 -4.44778 0.00 0.02 0.01
C 0.50266 5.04580 3.88706 0.01 -0.01 -0.02
C 1.57393 5.73789 3.33736 -0.08 -0.07 0.03
C 2.25744 5.21255 2.25318 0.10 0.16 0.03
C 1.85047 3.99641 1.73736 -0.08 0.06 0.12
C 0.78889 3.28989 2.27116 -0.14 -0.15 0.03
C 0.11281 3.82335 3.35616 0.05 0.10 0.03
N 2.55887 3.43999 0.57517 -0.01 0.04 0.00
O 3.48769 4.07433 0.11784 -0.01 0.00 -0.02
O 2.16131 2.38064 0.13627 0.12 -0.16 -0.04
H -0.03159 5.46185 4.73088 0.00 0.00 0.01
H 1.87631 6.68926 3.75224 0.02 0.01 0.00
H 3.09173 5.74304 1.81957 0.01 -0.08 -0.08
H 0.48825 2.34364 1.84640 0.06 0.02 -0.10
H -0.72155 3.28610 3.78497 -0.01 -0.02 -0.01
```
Positions in Å, forces in eV/Å.

As for the highest occupied orbital energy: -8.61 eV. As for the SMILES: NC(N)(N)COC(=O)Oc1ccccn1.O=[N+]([O-])c1ccccc1.O=[N+]([O-])c1ccccc1. The total charge is 0. For the orbital gap, the calculation gives 7.98 eV. The calculation puts the strongest force on any atom at 0.022 hartree/bohr. The molecular weight comes out at 458.431 g mol⁻¹. The spin multiplicity is 1.

---

Entry 2:
Here is a 12-piece molecular cluster, C5H34NO11S2 overall from the OMol25 dataset. Energies are from ωB97M-V with the def2-TZVPD basis set.

The geometry in XYZ format:
```
53
Properties=species:S:1:pos:R:3:forces:R:3
C -2.96295 -0.67362 -0.10910 1.49 2.66 0.34
C -2.33205 -1.64564 0.85908 -1.20 -1.37 0.67
S -3.66083 -2.27824 2.30241 1.73 -0.93 -3.23
C -1.75760 -0.39737 -1.20262 -2.09 2.48 0.49
N -0.40267 -0.32917 -0.60059 2.23 -1.83 -0.93
C 0.60126 0.75806 -1.02054 -0.70 -1.57 -1.27
C 0.96775 0.70346 -2.59557 -3.18 2.04 1.38
S 1.39392 2.26852 -3.42629 0.29 -0.48 0.47
H -3.92081 -0.92345 -0.60427 0.78 -0.44 0.15
H -3.16128 0.33301 0.45000 0.23 -1.97 -0.99
H -1.78255 -2.49167 0.24564 -1.31 1.15 1.87
H -1.68884 -1.17407 1.58540 0.65 0.09 -0.51
H -3.56382 -3.41586 1.51201 -0.69 0.51 1.19
H -1.99481 0.65035 -1.63319 0.39 -1.80 0.53
H -1.99593 -1.10768 -1.98702 0.95 -0.37 -0.24
H 0.10757 -1.30708 -0.67369 -1.49 2.62 0.11
H 1.47726 0.70034 -0.36827 -0.11 -0.32 -0.36
H 0.16070 1.70834 -0.80578 -0.10 0.23 0.12
H 0.04356 0.42910 -3.14070 0.37 -0.29 0.35
H 1.66817 -0.01876 -2.78952 1.98 -1.73 -0.60
H 1.13128 -1.04209 1.62461 -0.45 0.53 1.18
H 0.82849 0.39595 2.03892 0.37 -0.80 0.57
O 0.92400 -0.50876 2.43361 -0.52 -0.30 -2.93
H -2.01157 -1.62553 -4.20706 -0.52 -0.05 0.43
H -0.80044 -2.26164 -4.87448 -2.94 -1.39 3.17
O -1.56486 -2.47399 -4.09354 3.58 1.38 -3.62
H 0.97733 -3.40660 0.50410 0.61 0.66 -1.09
H 0.92037 -4.98499 0.36464 0.18 0.61 -0.31
O 0.70591 -4.21097 0.89667 -0.81 -1.29 1.30
H -1.27161 2.60574 -1.93677 -0.87 0.41 2.48
H -1.54874 3.65031 -0.75393 -0.07 -0.61 -0.27
O -1.58447 2.69343 -0.96381 0.43 1.32 -2.65
H 2.99642 1.57576 1.37392 -0.61 -0.17 0.22
H 2.06696 2.66612 0.90480 -0.22 -1.68 1.00
O 2.06048 1.83372 1.49661 0.80 1.78 -0.92
H 1.26280 -0.45062 4.21460 -0.27 0.00 -0.46
H 1.87420 0.93717 3.93694 -0.26 0.54 -0.77
O 1.88543 0.19766 4.51725 1.23 -0.10 2.49
H 1.76883 -3.20320 -3.01483 4.15 3.05 -3.38
H 0.21254 -3.23380 -2.76554 1.37 -0.13 -0.26
O 1.11648 -3.58805 -2.58174 -5.63 -2.82 3.67
H -1.66884 1.95969 0.51914 -0.04 -1.01 2.29
H -1.14779 0.76286 1.30950 0.61 -1.14 -0.10
O -1.65843 1.54362 1.45976 -0.56 1.84 -1.95
H 0.57288 2.74088 3.15248 -1.09 0.31 0.08
H -0.84764 2.51377 2.61571 -0.75 -0.86 -0.98
O -0.37011 3.00032 3.26706 2.07 0.87 1.16
H 3.62970 -1.01294 0.21638 -1.72 -1.82 -0.34
H 4.29364 -0.36526 1.43265 -0.17 -0.38 1.74
O 4.25032 -0.40135 0.50308 1.87 2.17 -1.29
H 2.58014 2.93953 -1.58976 0.48 0.78 2.82
H 2.51914 4.25728 -0.78721 0.47 -1.02 0.50
O 2.77317 3.31305 -0.61882 -0.94 0.66 -3.39
```
Positions in Å, forces in eV/Å.

As for the highest occupied orbital energy (alpha / beta): -8.68 / -8.68 eV. The total charge is 0. For the orbital gap (alpha / beta), the calculation gives 7.99 / 5.04 eV. The calculation puts the strongest force on any atom at 0.142 hartree/bohr. The molecular weight comes out at 348.457 g mol⁻¹. The energy relative to the best compared isomer or geometry (same formula, charge and spin) comes out at 515.81 kJ/mol. The spin multiplicity is 2.